[1]
{"formula": "C4H4OS", "method": "ωB97M-V/def2-TZVPD", "e_tot_ev": -17089.130, "max_force_ev_per_a": 4.25, "orbital_gap_ha": [0.2710, 0.2711], "molar_mass_g_mol": 100.1, "e_lumo_ev": [-1.08, -1.08], "e_homo_ev": [-8.46, -8.46], "e_above_lowest_kj_mol": 580.4, "symbols": ["C", "C", "C", "C", "O", "S", "H", "H", "H", "H"], "positions_angstrom": [[1.533, -1.974, 0.006], [0.415, -1.266, -0.106], [0.249, 0.079, 0.008], [-1.163, 0.719, 0.081], [1.252, 0.909, -0.059], [2.831, 0.674, 0.025], [-0.425, -1.857, -0.082], [-1.479, 1.193, 1.129], [-1.178, 1.461, -0.770], [-2.034, 0.062, -0.232]], "forces_ev_per_a": [[1.097, 0.582, -0.178], [2.417, -0.856, 0.513], [-0.632, 3.630, -0.224], [-0.707, 0.787, -0.036], [-4.200, 0.430, 0.488], [1.440, -2.166, -0.069], [-2.086, -1.527, -0.078], [1.138, -0.865, -2.385], [0.079, -0.106, 1.316], [1.454, 0.090, 0.652]], "nbo_charge": [0.313, -0.730, 0.506, -0.692, -0.519, 0.089, 0.284, 0.259, 0.253, 0.238]}

[2]
{"formula": "C6H10NO3P", "method": "ωB97M-V/def2-TZVPD", "e_tot_ev": -23302.930, "max_force_ev_per_a": 5.35, "orbital_gap_ha": 0.3627, "molar_mass_g_mol": 175.1, "smiles": "C#C[C@@H]1CO[P@](=O)(OC)N1C", "e_lumo_ev": 0.91, "e_homo_ev": -8.96, "e_above_lowest_kj_mol": 238.9, "symbols": ["C", "C", "C", "C", "C", "C", "N", "O", "O", "O", "P", "H", "H", "H", "H", "H", "H", "H", "H", "H", "H"], "positions_angstrom": [[2.104, -1.086, -0.016], [1.484, -0.456, 0.753], [-0.364, -0.374, 2.669], [0.628, 0.342, 1.689], [0.303, 1.981, -0.260], [-1.274, -1.653, -1.772], [-0.165, 1.228, 0.869], [-2.789, 0.232, -0.205], [-1.502, -0.729, 1.932], [-0.963, -1.504, -0.358], [-1.612, -0.283, 0.449], [2.783, -1.595, -0.719], [-0.002, -1.402, 2.988], [-0.771, 0.029, 3.600], [1.446, 0.863, 2.312], [-0.466, 2.501, -0.774], [0.794, 2.887, 0.204], [0.945, 1.467, -0.971], [-1.942, -0.906, -2.193], [-1.738, -2.564, -2.036], [-0.228, -1.365, -2.129]], "forces_ev_per_a": [[2.902, -2.001, -2.930], [-2.220, 0.669, 3.109], [1.161, -2.694, 0.082], [2.547, 1.460, 0.345], [1.561, 1.215, 1.522], [2.686, 2.608, -0.167], [-4.350, -3.117, -0.185], [-1.266, 0.466, 0.055], [-1.923, -0.481, -0.511], [-1.527, 0.193, 0.584], [3.566, 2.378, -0.480], [-0.950, 0.551, 0.853], [0.457, 1.323, -0.339], [0.766, 1.164, -0.375], [-1.453, -0.174, -0.500], [-1.318, -0.255, -0.487], [0.400, -0.932, -0.604], [0.274, -0.081, -0.008], [-0.133, 0.449, 0.608], [0.334, -1.431, 0.167], [-1.515, -1.309, -0.740]], "nbo_charge": [-0.253, -0.022, -0.052, -0.176, -0.431, -0.264, -0.643, -1.065, -0.802, -0.815, 2.425, 0.247, 0.199, 0.217, 0.225, 0.222, 0.195, 0.183, 0.209, 0.200, 0.199]}

[3]
{"formula": "C4HCl4N3O2", "method": "ωB97M-V/def2-TZVPD", "e_tot_ev": -62814.474, "max_force_ev_per_a": 1.39, "orbital_gap_ha": 0.3022, "molar_mass_g_mol": 264.9, "smiles": "O=[N+]([O-])C1=NC(Cl)=C(Cl)[C@H](Cl)N1Cl", "e_lumo_ev": -1.27, "e_homo_ev": -9.49, "e_above_lowest_kj_mol": 0.0, "symbols": ["C", "C", "C", "C", "N", "N", "N", "O", "O", "Cl", "Cl", "Cl", "Cl", "H"], "positions_angstrom": [[1.635, 0.539, -0.127], [1.531, -0.811, -0.099], [-0.745, -0.717, -0.069], [0.416, 1.375, 0.062], [0.316, -1.426, -0.005], [-0.759, 0.627, -0.224], [-2.017, -1.453, 0.020], [-2.045, -2.540, -0.484], [-2.913, -0.902, 0.608], [3.116, 1.369, -0.263], [2.870, -1.853, -0.216], [0.357, 1.948, 1.828], [-2.201, 1.545, -0.514], [0.440, 2.298, -0.518]], "forces_ev_per_a": [[-0.195, -0.616, -0.075], [-0.191, 1.057, -0.192], [1.368, -0.207, -0.114], [0.239, 0.220, 0.472], [-0.931, -0.061, 0.218], [-0.900, 0.412, -0.437], [-0.231, -0.103, -0.074], [0.014, -0.398, -0.249], [-0.389, 0.145, 0.451], [0.045, 0.114, -0.007], [0.225, -0.100, -0.006], [0.027, 0.090, -0.132], [0.964, -0.347, 0.055], [-0.046, -0.206, 0.089]], "nbo_charge": [-0.125, 0.109, 0.490, -0.034, -0.427, -0.400, 0.505, -0.304, -0.346, 0.083, 0.083, -0.115, 0.227, 0.254]}

[4]
{"formula": "C22H29Br3N4O4S6Sn", "method": "ωB97M-V/def2-TZVPD", "e_tot_ev": -318410.463, "max_force_ev_per_a": 0.63, "orbital_gap_ha": 0.1945, "charge": -2, "molar_mass_g_mol": 964.3, "e_lumo_ev": 3.66, "e_homo_ev": -1.63, "e_above_lowest_kj_mol": 34.0, "symbols": ["Sn", "Br", "C", "Br", "H", "H", "S", "S", "S", "S", "C", "C", "S", "O", "C", "C", "H", "H", "H", "H", "H", "H", "H", "H", "H", "H", "C", "C", "N", "C", "C", "C", "O", "C", "C", "C", "C", "N", "C", "H", "H", "H", "H", "H", "H", "H", "H", "H", "H", "H", "H", "H", "H", "Br", "C", "C", "N", "C", "C", "C", "C", "O", "O", "H", "H", "H", "S", "C", "N"], "positions_angstrom": [[2.458, 0.878, 1.052], [-0.558, 3.610, -0.844], [-0.566, 2.439, -2.366], [0.976, 1.269, -2.464], [-0.559, 3.053, -3.257], [-1.453, 1.820, -2.301], [3.103, -1.935, 1.860], [3.851, -1.582, 3.733], [3.101, 0.266, 4.243], [4.009, 1.609, 2.967], [5.270, -2.526, -1.555], [3.862, -3.099, -1.534], [2.696, -1.745, -1.865], [2.925, -1.357, -3.290], [1.187, -2.772, -1.939], [0.823, -3.498, -0.650], [6.014, -3.318, -1.466], [5.398, -1.828, -0.727], [5.442, -1.989, -2.490], [3.610, -3.498, -0.550], [3.706, -3.844, -2.319], [1.341, -3.443, -2.787], [0.422, -2.046, -2.220], [1.324, -4.464, -0.579], [-0.255, -3.673, -0.605], [1.101, -2.913, 0.229], [-6.463, -1.018, -1.713], [-5.143, -1.699, -2.065], [-4.203, -1.728, -0.954], [-3.985, -2.999, -0.282], [-5.147, -3.417, 0.614], [-3.484, -0.586, -0.717], [-3.627, 0.401, -1.422], [-2.518, -0.624, 0.424], [-2.916, -0.685, 1.754], [-1.945, -0.752, 2.738], [-0.609, -0.775, 2.356], [-0.226, -0.688, 1.088], [-1.158, -0.598, 0.152], [-7.147, -1.065, -2.563], [-6.279, 0.027, -1.470], [-6.940, -1.497, -0.857], [-4.675, -1.152, -2.884], [-5.315, -2.728, -2.385], [-3.076, -2.929, 0.311], [-3.815, -3.767, -1.043], [-5.342, -2.649, 1.363], [-4.904, -4.349, 1.127], [-6.058, -3.574, 0.033], [-3.969, -0.659, 2.011], [-2.213, -0.763, 3.785], [0.189, -0.847, 3.089], [-0.811, -0.500, -0.874], [0.534, 6.094, 2.719], [2.210, 5.953, 1.835], [3.069, 7.038, 1.819], [4.240, 7.007, 1.185], [4.551, 5.894, 0.520], [3.748, 4.760, 0.483], [2.555, 4.783, 1.189], [4.130, 3.572, -0.402], [5.121, 3.706, -1.118], [3.348, 2.568, -0.348], [2.812, 7.957, 2.333], [5.488, 5.888, -0.021], [1.926, 3.904, 1.234], [-1.632, 2.663, 3.631], [-0.262, 2.339, 2.821], [0.715, 2.080, 2.230]], "forces_ev_per_a": [[0.139, 0.217, -0.158], [0.033, -0.006, 0.085], [0.122, -0.184, -0.009], [-0.235, 0.161, -0.142], [-0.016, -0.020, -0.016], [-0.029, 0.017, 0.024], [-0.041, -0.143, -0.108], [0.148, 0.041, 0.231], [-0.082, -0.071, 0.060], [0.005, -0.030, -0.175], [-0.036, 0.067, -0.026], [-0.052, 0.276, 0.074], [-0.193, -0.596, -0.043], [0.073, 0.114, -0.108], [0.073, 0.162, 0.097], [0.086, 0.018, 0.002], [-0.008, -0.006, 0.040], [0.026, -0.041, 0.025], [0.023, -0.023, -0.001], [0.017, -0.030, 0.008], [-0.052, -0.011, 0.001], [0.007, 0.023, -0.037], [0.005, 0.005, -0.021], [0.033, 0.029, 0.008], [0.012, -0.002, -0.004], [-0.051, 0.023, 0.054], [0.057, -0.035, -0.013], [-0.071, 0.138, 0.030], [-0.030, 0.000, -0.016], [-0.020, -0.026, 0.103], [0.070, 0.030, -0.073], [-0.055, -0.093, 0.049], [0.062, 0.044, -0.056], [0.034, 0.032, 0.027], [0.007, -0.032, -0.027], [-0.063, 0.001, -0.023], [-0.006, -0.014, 0.039], [-0.025, -0.120, -0.103], [-0.030, 0.039, -0.047], [-0.012, 0.032, 0.008], [-0.013, 0.003, 0.003], [-0.005, -0.012, -0.008], [0.003, -0.066, -0.042], [0.027, -0.018, 0.021], [0.013, 0.007, -0.032], [0.026, 0.012, -0.018], [-0.016, -0.017, 0.013], [-0.023, -0.008, 0.000], [-0.017, 0.004, 0.020], [0.008, -0.009, 0.021], [0.024, 0.011, -0.009], [0.005, 0.025, -0.010], [0.023, -0.004, 0.005], [0.058, -0.050, 0.023], [-0.048, 0.084, 0.076], [0.054, -0.046, -0.024], [0.005, 0.038, -0.026], [0.011, 0.016, 0.030], [-0.112, 0.049, -0.090], [0.068, -0.101, -0.010], [0.090, 0.033, 0.069], [0.013, -0.025, 0.023], [0.041, -0.048, 0.223], [-0.037, -0.013, 0.010], [-0.014, -0.028, -0.018], [-0.096, 0.077, -0.075], [-0.408, 0.151, 0.253], [0.466, -0.192, -0.307], [-0.067, 0.142, 0.122]], "nbo_charge": [1.204, 0.064, -0.547, 0.088, 0.213, 0.234, -0.700, -0.084, -0.075, -0.613, -0.627, -0.608, 1.303, -1.008, -0.600, -0.643, 0.199, 0.242, 0.221, 0.249, 0.200, 0.210, 0.225, 0.201, 0.201, 0.265, -0.615, -0.214, -0.447, -0.209, -0.616, 0.687, -0.631, -0.200, -0.186, -0.177, 0.047, -0.413, 0.064, 0.199, 0.231, 0.196, 0.223, 0.183, 0.233, 0.182, 0.212, 0.210, 0.195, 0.205, 0.215, 0.228, 0.195, 0.041, -0.121, -0.013, -0.439, 0.049, -0.160, -0.171, 0.779, -0.690, -0.854, 0.183, 0.209, 0.265, -0.348, 0.170, -0.714]}